(1)
{"formula": "C3H13NO4", "method": "the ωB97M-V functional and the def2-TZVPD basis", "molar_mass_g_mol": 127.14, "de_lowest_kcal_mol": 77.5, "smiles": "CNCC=O.O.O.O", "e_lumo_ev": 0.5, "homo_ev": -9.189, "gap_ev": 9.711, "charge": 0, "elements": ["C", "N", "C", "C", "O", "H", "H", "H", "H", "H", "H", "H", "O", "H", "H", "O", "H", "H", "O", "H", "H"], "positions_angstrom": [[-0.62587, -2.24832, 1.53086], [-0.36738, -0.82988, 1.78658], [-1.05484, 0.04146, 0.75643], [-0.57826, 1.48119, 0.87639], [-0.72463, 2.19131, -0.05528], [-0.88437, -2.70253, 2.54685], [-1.41745, -2.50308, 0.80331], [0.26102, -2.92017, 1.20339], [-0.65157, -0.53096, 2.72937], [-2.17865, 0.07952, 0.79090], [-0.99944, -0.26467, -0.38792], [-0.06445, 2.01949, 1.74191], [2.10623, 0.79929, 0.12043], [1.94076, 0.04136, 0.73560], [3.05034, 0.59272, 0.10156], [-0.35835, -1.48147, -2.04953], [-0.48576, -0.51003, -2.29802], [-0.74410, -1.91635, -2.78793], [0.91760, 0.69261, -2.15881], [1.82105, 0.48078, -2.37003], [0.95142, 0.68327, -1.15160]], "forces_ev_per_a": [[0.66, -2.33, 1.73], [-0.70, 0.62, -2.03], [-0.12, -0.29, -0.36], [0.47, -0.10, 0.95], [-0.57, 1.58, -2.07], [-0.01, 0.30, -1.39], [0.11, 0.58, 0.42], [-0.92, 1.67, 0.30], [0.02, -0.43, -0.83], [0.63, -0.10, 0.75], [0.85, 0.19, 2.70], [-0.49, -1.55, 0.08], [1.00, -1.75, 1.99], [-1.13, 0.73, -0.26], [0.39, 0.87, -0.77], [-0.55, 1.74, 0.24], [0.96, -1.64, 0.42], [-0.55, -0.94, -0.90], [-0.53, 0.79, 1.33], [0.38, -0.21, -0.31], [0.09, 0.27, -2.01]]}


(2)
{"formula": "C4H21N3O4", "method": "the ωB97M-V functional and the def2-TZVPD basis", "molar_mass_g_mol": 175.23, "de_lowest_kcal_mol": 0.0, "e_lumo_ev": -5.9, "homo_ev": -17.480, "gap_ev": 11.536, "charge": 2, "elements": ["C", "C", "C", "N", "C", "N", "N", "H", "H", "H", "H", "H", "H", "H", "H", "H", "H", "H", "H", "H", "H", "H", "O", "H", "H", "O", "H", "H", "O", "H", "H", "O"], "positions_angstrom": [[0.01343, -1.78903, 1.65115], [0.93762, -1.81310, 0.41818], [0.86616, -0.64782, -0.52510], [1.64539, 1.25631, -2.77933], [2.46637, 0.52678, -2.07141], [2.07060, -0.50101, -1.34479], [-1.45613, -1.57648, 1.39906], [0.12658, -2.80790, 2.01534], [0.37414, -1.03379, 2.34564], [1.94337, -1.91487, 0.84816], [0.93344, -2.81865, -0.02371], [0.54016, 0.27449, -0.06934], [0.00508, -0.77357, -1.17666], [2.02812, 1.94961, -3.42652], [0.64967, 1.31355, -2.59744], [3.51672, 0.67803, -2.19083], [2.80806, -1.08345, -0.97723], [-1.89542, -2.46888, 1.65007], [-1.81925, -1.35620, 0.45675], [-1.81245, -0.86097, 2.05800], [2.08293, 3.37762, 0.78655], [1.77246, 2.01896, 1.31285], [2.26506, 2.44903, 0.60226], [-2.19860, 2.57650, -2.22208], [-1.90681, 2.20928, -0.76175], [-1.92597, 1.85451, -1.65195], [-1.48721, 0.77173, 3.93229], [-2.69588, 1.28146, 3.15392], [-1.93103, 0.68894, 3.07130], [-3.23728, -1.16875, -1.28501], [-2.24709, 0.09514, -1.56770], [-2.43227, -0.70745, -1.03070]], "forces_ev_per_a": [[0.83, -0.18, -1.28], [0.84, -0.90, 0.78], [-1.67, 0.03, -1.56], [0.23, 1.10, 0.05], [-1.17, -0.87, -0.57], [0.69, 0.08, 1.51], [-0.26, -1.03, 1.02], [-0.11, 0.33, 0.73], [-0.30, -0.15, 0.18], [0.02, 0.65, 0.31], [-0.79, 0.44, -0.69], [0.81, 0.62, 0.74], [-0.06, -0.54, -0.48], [-0.19, -0.24, 0.51], [0.03, -0.24, -0.10], [0.55, -0.08, -0.31], [0.42, 0.25, -0.09], [-0.24, 0.35, 0.00], [0.47, 0.52, -0.58], [-0.05, 0.14, -0.06], [0.27, 0.20, -0.20], [0.25, -0.08, 0.00], [-0.54, -0.19, 0.14], [-0.18, 0.16, -0.17], [-0.12, 0.21, 0.19], [0.51, -0.26, -0.16], [-0.15, -0.08, -0.28], [0.14, -0.25, -0.11], [0.03, 0.21, 0.37], [-0.05, 0.40, -0.48], [-0.73, -0.33, 0.23], [0.52, -0.28, 0.35]]}


(3)
{"formula": "C4H6O", "method": "the ωB97M-V functional and the def2-TZVPD basis", "molar_mass_g_mol": 70.09, "de_lowest_kcal_mol": 31.8, "smiles": "C#CCCO", "e_lumo_ev": 1.0, "homo_ev": -10.041, "gap_ev": 11.006, "charge": 0, "elements": ["C", "C", "C", "C", "O", "H", "H", "H", "H", "H", "H"], "positions_angstrom": [[2.39259, 0.30833, 0.00585], [1.21003, 0.53330, -0.04369], [-0.23228, 0.76403, -0.17166], [-1.05395, -0.53715, -0.28013], [-1.55445, -0.97355, 0.96440], [3.44286, 0.12172, 0.05154], [-0.40338, 1.39341, -1.05196], [-0.61142, 1.32329, 0.69176], [-0.44821, -1.31456, -0.76771], [-1.93413, -0.36110, -0.90332], [-0.80766, -1.25772, 1.50491]], "forces_ev_per_a": [[-0.46, 0.08, 0.03], [0.46, -0.13, 0.05], [-0.05, 0.06, -0.01], [0.04, 0.10, -0.39], [0.23, -0.13, 0.21], [-0.19, 0.03, 0.01], [0.02, -0.11, 0.06], [0.08, -0.05, -0.12], [-0.13, 0.12, 0.08], [0.09, 0.02, 0.09], [-0.10, 0.00, 0.00]]}


(4)
{"formula": "C26H22IrN4O8S", "method": "the ωB97M-V functional and the def2-TZVPD basis", "molar_mass_g_mol": 742.77, "de_lowest_kcal_mol": 30.0, "e_lumo_ev": -4.0, "homo_ev": -11.088, "gap_ev": 7.105, "charge": 1, "elements": ["Ir", "S", "C", "C", "C", "N", "C", "C", "C", "C", "C", "N", "C", "C", "H", "H", "H", "H", "H", "H", "H", "H", "O", "C", "O", "C", "C", "C", "C", "O", "C", "O", "C", "C", "H", "H", "H", "H", "H", "O", "C", "O", "C", "C", "C", "C", "O", "C", "O", "C", "C", "H", "H", "H", "H", "H", "N", "N", "H", "H", "H", "H"], "positions_angstrom": [[-0.14052, 0.21343, 0.25816], [-4.88835, 3.81166, 2.82052], [-3.63759, 2.74826, 2.13347], [-2.76231, 2.06019, 2.96459], [-1.80443, 1.24013, 2.41038], [-1.70457, 1.08138, 1.07647], [-2.56429, 1.72404, 0.25519], [-3.53704, 2.55680, 0.76051], [-4.03784, 5.36385, 2.55912], [-3.17885, 5.86369, 3.52526], [-2.58031, 7.09494, 3.29189], [-2.78631, 7.81941, 2.19491], [-3.61767, 7.32670, 1.28068], [-4.26924, 6.10686, 1.41162], [-2.82282, 2.16024, 4.03900], [-1.09925, 0.70251, 3.02970], [-2.43340, 1.54953, -0.80402], [-4.21529, 3.05342, 0.08121], [-2.99561, 5.32184, 4.44380], [-1.91142, 7.52506, 4.03007], [-3.78449, 7.94246, 0.40357], [-4.95518, 5.76064, 0.64987], [-1.27855, 0.03688, -3.68853], [-0.52837, -0.03438, -2.75051], [-0.85465, 0.53375, -1.58451], [0.81504, -0.69179, -2.84628], [1.24400, -1.12003, -4.09260], [2.47915, -1.75180, -4.26970], [3.25140, -1.94589, -3.15420], [4.46971, -2.53497, -3.06486], [4.85590, -2.47612, -1.68662], [3.77995, -1.85049, -0.96646], [2.84417, -1.53658, -1.89425], [1.64237, -0.90833, -1.73017], [0.58838, -0.94886, -4.93494], [2.81469, -2.07921, -5.24388], [5.75820, -1.87524, -1.58496], [5.00829, -3.48475, -1.30712], [1.37608, -0.60216, -0.71440], [1.18901, 1.17378, 3.82845], [1.13490, 1.24701, 2.62929], [1.13331, 0.19794, 1.80668], [0.93018, 2.51445, 1.85995], [0.63234, 3.69046, 2.52434], [0.28720, 4.85344, 1.82435], [0.25879, 4.77449, 0.45456], [-0.05350, 5.74751, -0.43489], [0.12835, 5.18775, -1.74001], [0.50701, 3.81135, -1.56397], [0.58419, 3.60937, -0.22846], [0.93745, 2.47274, 0.45022], [0.65953, 3.68160, 3.60591], [0.04761, 5.77706, 2.33313], [0.92312, 5.71974, -2.26060], [-0.80867, 5.23859, -2.29213], [1.30213, 1.61042, -0.14006], [-0.78229, -2.29784, 1.41166], [-1.07598, -1.51649, 0.24781], [-1.32761, -3.15412, 1.39918], [-0.99388, -1.75514, 2.23853], [-2.07449, -1.34548, 0.10484], [-0.73860, -2.05002, -0.55483]], "forces_ev_per_a": [[2.06, 1.61, -1.71], [0.01, 0.01, 0.06], [-0.01, -0.03, 0.04], [-0.12, -0.08, 0.02], [-0.20, -0.16, -0.12], [-0.34, 0.60, 0.28], [-0.06, 0.04, 0.19], [-0.03, -0.03, 0.01], [-0.04, 0.05, -0.07], [0.00, 0.00, 0.02], [0.02, 0.04, 0.00], [-0.01, -0.10, -0.01], [0.02, 0.05, -0.01], [0.00, 0.01, 0.03], [0.03, 0.01, 0.00], [0.00, 0.02, 0.00], [0.05, 0.03, 0.01], [0.00, -0.01, -0.01], [0.00, 0.02, -0.01], [-0.01, -0.02, -0.01], [0.01, -0.03, 0.01], [0.01, 0.02, 0.01], [0.06, -0.06, -0.14], [-0.02, 0.31, 0.36], [-0.84, -0.35, -0.43], [0.03, -0.18, 0.08], [0.04, -0.04, -0.01], [-0.07, 0.02, -0.08], [0.11, -0.07, -0.13], [-0.01, 0.02, 0.08], [0.00, -0.01, -0.04], [0.00, -0.01, -0.08], [0.05, 0.04, 0.26], [-0.42, 0.10, -0.24], [0.00, 0.00, 0.00], [-0.01, 0.01, 0.02], [0.00, 0.06, -0.01], [-0.05, -0.03, 0.01], [0.31, -0.01, 0.54], [0.19, 0.14, 0.05], [-0.23, -0.33, -0.75], [-0.13, -0.83, 1.51], [0.27, 0.53, 0.35], [0.05, -0.14, -0.07], [-0.02, 0.01, -0.03], [0.03, 0.12, 0.02], [0.00, 0.03, -0.10], [-0.01, 0.03, 0.04], [-0.03, -0.01, 0.18], [-0.15, 0.15, -0.27], [-0.43, -0.52, -0.13], [-0.04, 0.00, 0.00], [-0.02, 0.00, -0.01], [0.05, -0.01, 0.02], [-0.02, -0.05, 0.01], [0.41, 0.31, 0.08], [0.01, -0.35, -0.15], [-0.35, -0.84, 0.31], [-0.08, 0.04, 0.06], [0.03, 0.04, 0.02], [-0.04, -0.14, -0.03], [-0.09, -0.02, -0.04]]}


(5)
{"formula": "C2H4ClNO", "method": "the ωB97M-V functional and the def2-TZVPD basis", "molar_mass_g_mol": 93.51, "de_lowest_kcal_mol": 123.7, "e_lumo_ev": [-0.4, -0.4], "homo_ev": [-7.765, -7.764], "gap_ev": [7.356, 7.355], "charge": 0, "elements": ["C", "C", "N", "O", "Cl", "H", "H", "H", "H"], "positions_angstrom": [[0.22922, 0.64333, -0.58708], [0.05970, -0.46562, 0.22515], [0.38074, 1.63608, -1.22642], [-1.37429, 1.93524, 1.20148], [-1.01097, 3.33956, 0.48630], [0.49561, -0.26008, 1.26158], [0.53390, -1.51377, -0.06830], [-0.99473, -0.55732, 0.04431], [-0.20623, 2.47657, -1.22051]], "forces_ev_per_a": [[1.08, 4.78, -2.04], [2.01, -3.42, 1.29], [0.16, -4.31, 1.09], [0.55, -0.80, -0.53], [-0.18, 0.58, -0.25], [-1.43, -0.03, -1.23], [-0.68, 2.38, -0.12], [-1.01, -0.52, 1.24], [-0.48, 1.34, 0.54]]}


(6)
{"formula": "C21H30AsGeKN2O8SSe", "method": "the ωB97M-V functional and the def2-TZVPD basis", "molar_mass_g_mol": 736.13, "e_lumo_ev": 4.2, "homo_ev": -2.670, "gap_ev": 6.827, "charge": -2, "elements": ["K", "N", "C", "C", "C", "O", "O", "H", "H", "H", "H", "H", "H", "O", "As", "O", "O", "C", "C", "C", "C", "C", "C", "S", "O", "O", "O", "H", "H", "H", "H", "H", "C", "Ge", "C", "C", "C", "Se", "C", "H", "H", "H", "H", "H", "H", "H", "H", "H", "H", "H", "H", "H", "H", "N", "C", "C", "C", "C", "C", "C", "C", "H", "H", "H", "H", "H"], "positions_angstrom": [[-0.07206, 0.25035, 1.80489], [2.64273, 0.44369, 3.36059], [1.76796, 0.93473, 4.44924], [1.48670, 2.43882, 4.29354], [0.44518, 2.69127, 3.19266], [-0.73565, 2.91377, 3.51923], [0.87272, 2.55291, 2.00537], [2.36670, 0.91020, 2.50060], [2.48749, -0.55227, 3.22367], [2.29041, 0.76943, 5.39651], [0.81671, 0.38587, 4.50739], [2.42223, 2.94038, 4.03105], [1.10816, 2.83312, 5.23813], [1.44268, -2.73084, 3.30284], [-0.34144, -2.86867, 3.40553], [-0.52941, -3.86698, 4.70977], [-1.00120, -1.35189, 3.31850], [-0.87165, -3.99918, 1.86214], [-1.35711, -5.23860, 2.27491], [-1.83301, -6.17173, 1.36176], [-1.82790, -5.87644, 0.01029], [-1.34568, -4.64840, -0.42083], [-0.87235, -3.71290, 0.48859], [-0.35892, -2.12977, -0.18808], [0.03706, -2.38798, -1.56631], [0.75290, -1.74045, 0.67881], [-1.54537, -1.28935, -0.03188], [1.71169, -3.26477, 4.06170], [-1.34852, -5.44049, 3.33944], [-2.20756, -7.12718, 1.71303], [-2.19624, -6.59559, -0.71339], [-1.31933, -4.39991, -1.47375], [-3.46069, 1.29237, -2.54962], [-2.44706, 2.88482, -3.04299], [-0.73652, 2.34013, -3.81477], [-3.46468, 3.78078, -4.48123], [-2.23249, 4.18926, -1.60220], [-1.06906, 3.69766, -0.10830], [-2.23465, 2.24326, 0.56191], [-3.72714, 0.74633, -3.45765], [-4.37831, 1.55342, -2.01947], [-2.87624, 0.62517, -1.91575], [-0.87526, 2.10765, -4.87322], [-0.36112, 1.45756, -3.30216], [0.01399, 3.12617, -3.71657], [-3.56528, 3.12200, -5.34653], [-2.95807, 4.69235, -4.80598], [-4.46690, 4.04913, -4.14036], [-3.21385, 4.48311, -1.21872], [-1.78592, 5.08274, -2.04846], [-2.03373, 1.25544, 0.13726], [-3.24009, 2.55849, 0.28016], [-2.17243, 2.18988, 1.65079], [0.40431, 0.88996, -0.84644], [1.43128, 0.55266, -1.22916], [2.75644, 0.13670, -1.59414], [2.92663, -0.92383, -2.47867], [4.21344, -1.30568, -2.82466], [5.30848, -0.64464, -2.28396], [5.12740, 0.39730, -1.38438], [3.84681, 0.79470, -1.03283], [2.05268, -1.45183, -2.83677], [4.35854, -2.13417, -3.50630], [6.31140, -0.95427, -2.55313], [5.98114, 0.89838, -0.94674], [3.67901, 1.59584, -0.32496]], "forces_ev_per_a": [[-0.52, 0.61, -0.02], [-0.24, -0.01, 0.13], [0.20, 0.12, -0.22], [-0.08, -0.12, 0.13], [0.08, 0.10, -0.17], [0.09, -0.02, 0.13], [0.24, 0.41, 0.12], [0.09, 0.12, 0.05], [0.02, -0.02, 0.01], [-0.04, -0.03, 0.02], [0.05, 0.04, 0.01], [0.01, 0.01, 0.04], [0.00, 0.00, 0.00], [0.07, 0.08, -0.01], [-0.33, 0.13, -0.26], [-0.07, 0.17, 0.06], [0.08, -1.15, 0.57], [0.02, 0.11, -0.05], [0.01, -0.01, -0.05], [0.00, -0.02, 0.10], [0.01, 0.03, -0.09], [0.02, -0.09, 0.00], [-0.06, 0.02, 0.08], [-0.15, -0.38, 0.51], [-0.08, 0.04, -0.07], [0.18, -0.43, -0.55], [0.33, -0.06, -0.26], [0.03, -0.01, 0.02], [-0.01, -0.03, 0.00], [0.00, 0.00, 0.00], [0.00, 0.00, 0.01], [0.00, 0.02, 0.00], [-0.02, -0.07, 0.05], [0.04, -0.11, -0.01], [0.06, 0.04, -0.02], [-0.05, 0.07, -0.03], [-0.14, 0.06, -0.07], [-0.22, -0.46, 0.32], [-0.08, 0.23, -0.09], [-0.02, 0.01, 0.00], [0.00, 0.00, -0.02], [0.04, 0.01, 0.02], [0.04, 0.00, 0.00], [-0.01, -0.03, 0.03], [-0.02, 0.02, -0.02], [0.00, -0.02, 0.01], [-0.01, 0.00, 0.00], [0.00, 0.01, 0.00], [0.00, 0.01, -0.02], [0.01, 0.01, 0.03], [0.19, 0.30, -0.17], [-0.06, -0.12, 0.10], [0.20, 0.31, -0.11], [-0.02, 0.13, -0.45], [0.14, -0.03, 0.28], [-0.16, 0.01, -0.03], [0.07, -0.02, 0.04], [-0.06, -0.01, 0.00], [0.05, -0.01, -0.01], [-0.05, 0.02, 0.02], [0.08, -0.01, -0.07], [-0.01, 0.00, 0.01], [0.02, 0.00, 0.01], [0.00, 0.00, 0.00], [0.01, -0.01, 0.00], [-0.01, 0.00, 0.00]]}